54
Properties=species:S:1:pos:R:3:forces:R:3:mulliken_charge:R:1 method="wB97M-V/def2-TZVPD" smiles="CCCN1CCC(=O)N([C@H](CSc2ccccc2)c2ccccc2)CC1" lumo_ev=0.747 gap_ev=8.5890 total_charge=0 fmax_ha_per_bohr=0.0131 e_above_lowest_ev=0.2519
C -5.839 -0.952 -1.236 0.1 0.2 0.2 -1.39
H -5.766 -0.621 -2.270 0.0 0.0 -0.1 0.34
C -5.014 -0.051 -0.328 0.3 -0.1 -0.2 -0.02
H -5.114 -0.389 0.705 0.0 0.1 0.1 0.28
C -3.532 -0.073 -0.732 -0.3 0.0 0.1 -1.19
N -2.644 0.759 0.050 -0.1 0.0 0.1 0.77
C -2.463 0.328 1.415 0.0 -0.1 0.0 -1.01
H -2.292 -0.751 1.400 0.0 0.0 0.0 0.50
C -1.243 1.036 2.028 -0.4 0.0 0.0 -1.23
N -0.175 1.190 1.066 0.4 -0.1 0.5 0.43
C -0.326 2.036 0.017 -0.3 0.6 0.0 0.92
O 0.465 2.115 -0.903 0.1 0.0 -0.4 -0.63
C -1.532 2.965 0.085 0.0 0.1 -0.1 -1.31
H -1.418 3.677 -0.733 0.1 -0.1 0.1 0.42
H -1.508 3.527 1.019 0.0 0.0 0.0 0.34
C -2.857 2.188 -0.075 0.0 0.0 0.1 -0.87
H -3.251 2.371 -1.076 0.0 0.0 0.1 0.54
H -3.600 2.559 0.652 0.0 0.0 -0.1 0.33
C 0.832 0.127 1.084 0.2 -0.1 -0.2 -1.33
C 0.304 -1.141 0.449 0.0 -0.1 0.2 0.72
C 0.267 -2.324 1.173 0.0 0.1 -0.1 -0.05
C -0.224 -3.483 0.597 -0.1 -0.2 0.0 -0.75
C -0.687 -3.466 -0.707 0.0 -0.1 0.0 -0.40
C -0.649 -2.288 -1.435 0.0 0.0 -0.1 -0.90
C -0.153 -1.131 -0.863 0.0 0.0 0.0 0.14
H -0.129 -0.215 -1.431 0.0 0.1 -0.1 0.38
H -1.005 -2.270 -2.455 0.0 0.0 -0.1 0.45
H -1.075 -4.369 -1.156 0.0 -0.1 0.0 0.42
H -0.246 -4.399 1.168 0.0 -0.1 0.0 0.40
H 0.632 -2.342 2.190 0.0 0.0 0.1 0.37
C 2.154 0.548 0.444 0.6 -0.2 0.1 -1.36
H 2.427 1.554 0.761 -0.1 0.0 -0.1 0.78
H 2.108 0.490 -0.640 0.0 0.1 0.1 0.61
S 3.437 -0.611 1.038 -0.2 0.0 0.1 -0.37
C 4.898 -0.093 0.188 -0.3 0.0 0.1 1.14
C 6.053 -0.827 0.449 -0.1 0.0 0.0 -0.63
C 7.242 -0.492 -0.166 0.0 0.0 0.0 -0.49
C 7.293 0.577 -1.048 0.1 0.1 -0.1 -0.50
C 6.145 1.304 -1.306 0.1 0.0 -0.1 -0.63
C 4.946 0.978 -0.694 0.0 0.0 0.0 -0.59
H 4.067 1.562 -0.913 -0.1 0.0 0.0 0.35
H 6.175 2.138 -1.992 0.0 0.1 -0.1 0.36
H 8.223 0.840 -1.530 0.1 0.0 0.0 0.37
H 8.132 -1.066 0.043 0.1 0.0 0.0 0.37
H 6.001 -1.657 1.137 0.1 -0.1 0.1 0.36
H 1.041 -0.071 2.144 -0.1 0.0 -0.2 0.54
H -1.532 2.019 2.407 0.0 -0.1 0.0 0.44
H -0.874 0.453 2.874 0.0 0.1 0.0 0.41
H -3.340 0.535 2.056 0.1 -0.1 0.0 0.54
H -3.156 -1.098 -0.664 0.0 0.0 -0.1 0.21
H -3.440 0.244 -1.775 0.0 -0.1 -0.1 0.45
H -5.393 0.972 -0.387 0.0 0.0 0.1 0.28
H -5.481 -1.978 -1.180 0.0 -0.1 0.0 0.32
H -6.886 -0.937 -0.944 -0.1 -0.1 -0.1 0.40